Molecular formula: C6H15N
Method: DFT, ωB97M-V with the def2-TZVPD basis set

Last column: Mulliken charge in e.
Atoms and positions in Å:
C: 2.318 0.385 -1.844  -1.192
C: 1.768 0.402 -0.455  0.100
N: 1.307 1.485 0.037  -0.446
C: 0.780 1.458 1.346  -0.499
H: 1.942 1.237 -2.404  0.306
H: 3.406 0.430 -1.817  0.329
H: 2.036 -0.541 -2.344  0.322
H: 2.185 -0.378 0.207  0.418
H: -0.314 1.224 1.208  -0.012
H: 0.990 2.409 1.836  0.333
H: 1.167 0.647 1.984  0.262
C: -2.217 0.062 -0.534  -1.250
C: -1.133 -0.929 -0.137  0.688
C: -1.351 -1.530 1.245  -1.208
H: -3.205 -0.405 -0.504  0.398
H: -2.225 0.914 0.147  0.289
H: -2.047 0.431 -1.548  0.298
H: -1.138 -1.750 -0.861  0.450
H: -0.052 -0.501 -0.346  -0.572
H: -2.313 -2.029 1.307  0.417
H: -1.319 -0.749 2.006  0.260
H: -0.583 -2.272 1.470  0.312

Computed properties:
relative energy (zero: lowest compared OMol25 entry of this formula, charge and spin)	36.5	kcal per mole
gap between HOMO and LUMO	10.6	eV
largest force on an atom	2.89	eV/Å
HOMO energy	-9.41	eV
E_tot	-7954.18508	eV